Entry 1:
Entry from the OMol25 dataset: a cluster of 2 separate species, CH4N2O4 in total (ωB97M-V/def2-TZVPD).

Results
SMILES   O=C(O)O.NN=O
Kohn-Sham gap   10.14 eV
HOMO   -10.257 eV
Electronic energy   -12269.362 eV

Positions of all 11 atoms, in Å:
O: -1.55 0.47 1.42
C: -0.33 0.65 1.24
O: 0.29 1.83 1.32
O: 0.56 -0.32 1.51
H: 1.24 1.61 1.28
H: 0.02 -1.13 1.41
N: 0.55 -0.71 -1.59
N: -0.41 0.21 -1.51
O: -1.48 -0.32 -1.17
H: 0.96 -0.69 -2.51
H: 0.14 -1.62 -1.41

These are the Löwdin partial charges, in e, on atoms 1 to 4: O 0.0675; C -0.6650; O 0.1431; O 0.0959

***

Entry 2:
Entry from the OMol25 dataset: a structure of composition C5H6O2 (ωB97M-V/def2-TZVPD).

Results
Kohn-Sham gap (alpha / beta)   7.10 / 7.10 eV
HOMO (alpha / beta)   -7.324 / -7.323 eV
Electronic energy   -9371.927 eV

Positions of all 13 atoms, in Å:
C: -0.88 0.39 -0.81
C: -0.41 -0.64 0.02
C: 0.98 0.75 0.39
C: -1.08 -1.49 0.80
C: 2.27 0.76 0.03
O: -1.89 0.41 -1.66
O: -0.12 1.40 -0.75
H: -2.42 -0.39 -1.56
H: 0.63 1.06 1.36
H: -2.16 -1.51 0.90
H: -0.55 -2.20 1.43
H: 2.61 0.54 -0.97
H: 3.01 0.92 0.81

These are the Löwdin partial charges, in e, on atoms 1 to 4: C -0.4665; C -0.1077; C -0.1319; C 0.0331

***

Entry 3:
Entry from the OMol25 dataset: a structure of composition C36H42BiN3O9PS2Te (ωB97M-V/def2-TZVPD).

Results
Charge   -2
2S+1   2
Kohn-Sham gap (alpha / beta)   2.73 / 3.83 eV
HOMO (alpha / beta)   0.779 / -0.324 eV
Electronic energy   -104995.296 eV

Positions of all 95 atoms, in Å:
Bi: 1.47 0.33 2.59
O: -1.18 6.44 2.43
C: -0.66 5.19 2.20
O: 0.37 4.82 2.73
C: -1.51 4.47 1.19
C: -2.89 4.89 1.12
C: -3.78 3.91 0.68
C: -3.33 2.67 0.17
C: -1.93 2.57 0.07
N: -1.05 3.53 0.45
C: -1.39 1.25 -0.46
O: -1.04 -0.23 -2.43
O: -0.60 0.57 0.16
H: -0.62 6.99 3.05
H: -3.15 5.90 1.45
H: -4.84 4.08 0.92
H: -3.93 1.93 -0.26
S: -0.73 0.78 4.10
C: 0.18 1.32 5.44
C: -0.49 2.24 6.32
C: 0.25 3.05 7.17
C: 1.59 2.89 7.32
C: 2.19 1.81 6.64
C: 1.63 1.04 5.70
S: 2.49 -0.22 4.95
H: -1.56 2.35 6.12
H: -0.27 3.87 7.70
H: 2.19 3.54 7.98
H: 3.18 1.49 7.05
O: 3.15 -3.46 2.47
N: 2.60 -2.33 2.43
O: 3.37 -1.25 2.30
O: 1.36 -2.06 2.67
C: 5.82 1.28 3.71
P: 4.55 2.08 2.52
C: 5.03 3.86 2.64
C: 5.00 1.43 0.91
O: 3.07 1.85 2.79
H: 6.59 2.00 3.90
H: 6.26 0.46 3.16
H: 5.32 0.95 4.59
H: 5.76 4.15 1.86
H: 5.41 3.99 3.64
H: 4.16 4.47 2.57
H: 5.94 0.97 0.96
H: 5.03 2.31 0.20
H: 4.24 0.75 0.65
C: -2.37 -4.92 0.36
C: -2.04 -3.88 -0.79
O: -2.75 -3.78 -1.85
N: -0.87 -3.33 -0.57
Te: 0.00 -1.87 -1.56
C: 0.68 -3.42 -2.90
C: -0.14 -3.61 -3.99
C: -0.86 -2.44 -4.58
C: -0.30 -4.90 -4.49
C: 0.45 -6.01 -4.02
C: 0.04 -7.40 -4.53
C: 1.42 -5.67 -3.10
C: 1.63 -4.38 -2.62
C: 2.67 -4.29 -1.53
C: -1.87 0.79 -1.96
C: -1.74 1.90 -2.94
C: -0.50 2.74 -2.93
C: -2.68 2.17 -3.86
C: -3.83 1.38 -4.02
C: -4.65 1.52 -5.25
C: -4.15 0.50 -3.01
C: -3.29 0.23 -1.95
C: -3.71 -0.82 -0.97
H: -1.69 -5.77 0.15
H: -3.43 -5.05 0.22
H: -2.20 -4.33 1.26
H: -1.70 -2.09 -3.98
H: -1.27 -2.64 -5.51
H: -0.20 -1.67 -4.74
H: -0.84 -4.96 -5.44
H: 0.77 -8.14 -4.14
H: 0.03 -7.51 -5.60
H: -0.91 -7.64 -4.09
H: 2.18 -6.36 -2.77
H: 3.28 -5.19 -1.52
H: 2.16 -4.16 -0.58
H: 3.31 -3.39 -1.60
H: -0.48 3.31 -2.02
H: -0.53 3.47 -3.77
H: 0.43 2.18 -2.96
H: -2.50 3.04 -4.53
H: -5.17 2.47 -5.22
H: -5.26 0.66 -5.52
H: -3.77 1.70 -6.01
H: -5.10 -0.04 -3.06
H: -3.84 -0.37 0.06
H: -2.95 -1.65 -0.88
H: -4.67 -1.24 -1.22

These are the Löwdin partial charges, in e, on atoms 1 to 4: Bi 1.5617; O -0.0198; C -0.5252; O -0.0071

***

> What is the electronic energy in the third record?

-104995.296 eV

***

> Which of these has the lowest electronic energy?

C36H42BiN3O9PS2Te

***

> Look up the electronic energy of the third one.

-104995.296 eV

***

> Among the records above, which one has the lowest electronic energy?

C36H42BiN3O9PS2Te